Entry 1:
Below is a structure of composition C16H14MnN4O6, with properties calculated with ωB97M-V/def2-TZVPD.

Last column: natural (NBO) charge in e.
Geometry (Å):
Mn1 0.5088 -0.0616 -0.1975  1.648
O1 4.5927 -4.3899 0.3905  -0.415
C1 3.7881 -3.5175 0.3052  0.398
C2 2.6383 -3.2284 1.3056  0.400
O2 2.3229 -3.8938 2.2533  -0.471
C3 1.9625 -2.0464 0.7419  0.196
C4 2.5681 -1.6161 -0.4103  0.153
O3 2.0377 -0.5601 -1.0339  -0.637
C5 3.7475 -2.4065 -0.7805  0.408
O4 4.4708 -2.3034 -1.7306  -0.467
O5 0.8856 -1.4208 1.1639  -0.794
C6 2.1493 3.8840 0.7438  -0.709
C7 1.1114 2.9238 0.2553  0.741
O6 1.3570 1.7056 0.2040  -0.693
N1 -0.0703 3.4164 -0.1304  -0.568
C8 -1.1601 2.5864 -0.6316  -0.262
C9 -1.7967 1.7475 0.4518  0.220
C10 -2.9406 2.1595 1.1080  -0.226
C11 -3.4530 1.3754 2.1319  -0.109
C12 -2.8040 0.2025 2.4734  -0.226
C13 -1.6699 -0.1603 1.7697  0.082
N2 -1.1840 0.5961 0.7754  -0.524
H1 3.0336 3.3277 1.0366  0.269
H2 1.7721 4.4494 1.5962  0.253
H3 2.4080 4.5891 -0.0466  0.258
H4 -0.2114 4.4116 -0.0638  0.426
H5 -0.7886 1.9578 -1.4482  0.211
H6 -1.9019 3.2511 -1.0680  0.249
H7 -3.4243 3.0826 0.8200  0.239
H8 -4.3480 1.6819 2.6560  0.245
H9 -3.1625 -0.4306 3.2716  0.253
H10 -1.1135 -1.0610 1.9927  0.259
N3 -1.4462 -3.1814 -2.1176  -0.477
C14 -1.7405 -2.2530 -3.0832  -0.062
C15 -1.2118 -1.0843 -2.6421  -0.078
N4 -0.6070 -1.2950 -1.4191  -0.582
C16 -0.7638 -2.5777 -1.1369  0.223
H11 -1.6781 -4.1615 -2.1427  0.447
H12 -2.2758 -2.5032 -3.9806  0.250
H13 -1.2022 -0.1271 -3.1329  0.226
H14 -0.4003 -3.0689 -0.2502  0.247

Calculated values
multiplicity	5
LUMO energy (alpha / beta)	-4.337 / -3.963	eV
total charge	+1
F_max	0.68	eV/Å
HOMO level (alpha / beta)	-0.400 / -0.400	Ha

=====

Entry 2:
Below is an isolated molecule of C16H14N2O4S2 at a distorted geometry, with properties calculated with ωB97M-V/def2-TZVPD.

Last column: natural (NBO) charge in e.
Geometry (Å):
C1 -5.9369 -0.1930 -0.4602  -0.254
H1 -5.8574 0.2228 -1.4689  0.180
O1 -4.7375 -0.8186 -0.0640  -0.487
C2 -3.6103 -0.0720 0.0202  0.349
C3 -3.5287 1.2901 -0.2625  -0.345
C4 -2.3159 1.9322 -0.1362  -0.118
C5 -1.1700 1.2524 0.2684  -0.152
C6 -1.2485 -0.1264 0.5595  0.356
C7 -2.4700 -0.7659 0.4288  -0.356
H2 -2.5858 -1.8166 0.6366  0.231
O2 -0.1113 -0.7360 0.9644  -0.484
C8 -0.1659 -2.0927 1.3357  -0.253
H3 -0.8698 -2.2537 2.1579  0.182
H4 -0.4419 -2.7287 0.4891  0.176
H5 0.8404 -2.3462 1.6651  0.208
C9 0.0578 1.9922 0.3828  0.459
N1 0.1823 3.2859 0.2295  -0.306
N2 1.4726 3.5878 0.4039  -0.255
C10 2.0847 2.4788 0.6539  0.239
S1 3.7860 2.2195 0.9328  0.275
C11 4.2320 1.7484 -0.7867  -0.611
C12 3.2597 0.7038 -1.2952  0.537
O3 2.4334 0.9797 -2.1392  -0.526
C13 3.3471 -0.6212 -0.7048  -0.350
C14 2.5135 -1.6759 -0.9961  -0.162
C15 2.8418 -2.8422 -0.2913  -0.276
C16 3.9178 -2.6670 0.5294  -0.391
S2 4.5462 -1.0803 0.4607  0.477
H6 4.3785 -3.3883 1.1761  0.240
H7 2.3129 -3.7736 -0.3868  0.228
H8 1.7024 -1.5846 -1.6955  0.243
H9 5.2517 1.3722 -0.7262  0.242
H10 4.1807 2.6430 -1.4077  0.255
O4 1.2441 1.4194 0.6654  -0.396
H11 -2.2239 2.9849 -0.3487  0.242
H12 -4.3933 1.8495 -0.5782  0.224
H13 -6.6927 -0.9766 -0.4515  0.202
H14 -6.2260 0.5970 0.2392  0.180

Calculated values
LUMO energy	-0.172	eV
SMILES	COc1ccc(-c2nnc(SCC(=O)c3cccs3)o2)c(OC)c1
F_max	1.58	eV/Å
HOMO level	-0.301	Ha

=====

Entry 3:
Below is an isolated molecule of C16H14N4O5 at a distorted geometry, with properties calculated with ωB97M-V/def2-TZVPD.

Last column: natural (NBO) charge in e.
Geometry (Å):
O1 -4.0104 -1.0069 0.8076  -0.692
C1 -2.7248 -0.7563 0.6169  0.626
N1 -1.7428 -1.5874 0.7882  -0.558
H1 -0.8799 -1.4853 0.6065  0.392
C2 -2.1708 -3.2409 0.9035  -0.335
C3 -1.7739 -4.1103 0.0300  0.612
O2 -2.4300 -5.1151 -0.2231  -0.516
N2 -0.4948 -3.7653 -0.6885  -0.449
N3 0.2885 -2.7734 -0.3032  -0.238
C4 1.5053 -2.6910 -0.7996  0.048
C5 2.2934 -1.3612 -0.4097  0.037
C6 3.4101 -1.2471 -1.2785  -0.270
C7 4.3850 -0.4837 -0.9808  -0.103
C8 4.0734 0.6226 0.2354  -0.010
C9 2.8968 0.3138 0.8344  -0.154
C10 1.9949 -0.7460 0.7759  -0.230
H2 1.2191 -1.0595 1.2947  0.231
H3 2.6639 0.9396 1.8697  0.235
N4 5.0367 1.7377 0.4556  0.549
O3 4.5800 2.4064 1.5506  -0.463
O4 5.8914 1.7516 -0.2361  -0.249
H4 5.1436 -0.0237 -1.2808  0.207
H5 3.7391 -1.8810 -1.9493  0.221
H6 1.7308 -3.2630 -1.4192  0.125
H7 -0.1880 -4.2728 -1.5406  0.378
H8 -3.1999 -3.1360 1.1280  0.307
H9 -1.7308 -3.5769 1.9987  0.268
C11 -2.3109 0.7548 0.2795  -0.239
C12 -3.2579 1.5934 0.2428  -0.160
C13 -2.7491 2.9333 -0.0938  0.291
C14 -1.5377 3.6745 -0.3833  -0.338
C15 -1.8233 4.8983 -0.7310  -0.283
C16 -3.1180 5.1108 -0.5651  0.055
O5 -3.7727 3.7803 -0.3455  -0.422
H10 -3.8085 5.8608 -0.7356  0.205
H11 -1.0221 5.8893 -0.7505  0.242
H12 -0.5668 3.0904 -0.4397  0.224
H13 -4.2444 1.4740 0.4819  0.258
H14 -1.2942 0.7514 0.2541  0.197

Calculated values
LUMO energy	-1.256	eV
SMILES	O=C(/C=C/c1ccco1)NCC(=O)N/N=C/c1ccc([N+](=O)[O-])cc1
F_max	17.26	eV/Å
HOMO level	-0.296	Ha

=====

Entry 4:
Below is a structure of composition C16H14N5O2PtS2 at a distorted geometry, with properties calculated with ωB97M-V/def2-TZVPD.

Last column: natural (NBO) charge in e.
Geometry (Å):
Pt1 7.5637 6.6659 10.1972  1.117
N1 6.2292 6.4234 11.7584  -0.777
C1 5.4572 5.1921 11.6825  -0.237
C2 4.3294 5.3953 10.6655  -0.534
C3 4.9932 5.0747 9.2578  0.766
O1 4.4174 4.4906 8.3634  -0.572
O2 6.2898 5.3551 9.1080  -0.807
H1 6.8436 6.4627 12.5869  0.419
H2 5.4991 7.1790 11.8135  0.405
H3 4.9083 4.9683 12.5991  0.215
H4 6.1389 4.3474 11.4414  0.238
H5 3.8799 6.4144 10.6139  0.212
H6 3.5902 4.6938 11.0476  0.260
S1 9.2990 5.6231 11.6830  0.121
C4 9.6431 7.2566 11.9800  -0.297
S2 8.7318 8.4735 11.0349  -0.001
C5 10.5784 7.7222 12.8722  -0.154
C6 10.7160 9.1032 13.0873  0.223
N2 10.7242 10.2852 13.0113  -0.138
C7 11.3300 6.7916 13.6849  0.223
N3 11.8723 6.0593 14.3553  -0.157
N4 6.3218 8.1282 8.9797  -0.881
C8 6.5936 7.8576 7.5548  0.355
C9 5.9555 8.5042 6.4737  -0.285
C10 6.5136 8.2608 5.2177  -0.130
C11 7.6465 7.5162 5.0246  -0.084
C12 8.2670 6.8839 6.0867  -0.081
C13 9.5201 6.2349 5.9440  -0.164
C14 10.3014 5.9099 7.0144  -0.179
C15 9.7929 6.1869 8.3089  -0.027
N5 8.5376 6.7170 8.4787  -0.421
C16 7.7998 7.1813 7.3772  0.117
H7 5.3510 7.9872 9.2734  0.410
H8 6.6498 9.0886 9.2875  0.419
H9 4.9853 8.9848 6.6870  0.250
H10 6.0131 8.5933 4.2605  0.249
H11 7.9789 7.2462 4.0178  0.237
H12 9.8228 6.0678 4.9175  0.225
H13 11.3293 5.5709 7.0090  0.248
H14 10.4333 6.0395 9.1399  0.219

Calculated values
multiplicity	5
LUMO energy (alpha / beta)	-3.827 / -7.128	eV
total charge	+1
F_max	4.48	eV/Å
HOMO level (alpha / beta)	-0.350 / -0.451	Ha

=====

Entry 5:
Below is a structure of composition C16H14NO8S5Tc at a distorted geometry, with properties calculated with ωB97M-V/def2-TZVPD.

Last column: natural (NBO) charge in e.
Geometry (Å):
Tc1 -0.1794 1.0363 -0.1210  0.865
O1 -3.1643 0.6556 -0.8639  -0.718
C1 -3.5038 -0.1973 0.2259  -0.090
C2 -3.0913 0.3840 1.5726  -0.231
N1 -1.6043 0.8279 1.6075  -0.455
C3 -1.7030 2.2921 2.0516  -0.362
C4 -2.0940 3.0598 0.7277  0.794
O2 -3.1016 3.7341 0.6624  -0.630
O3 -1.3172 2.6764 -0.2825  -0.681
C5 -0.9320 0.0398 2.6772  -0.348
C6 0.2507 -0.8359 2.0874  0.796
O4 0.7482 -1.7087 2.7707  -0.620
O5 0.6512 -0.4279 0.9165  -0.676
H1 -3.6769 1.4769 -0.8547  0.486
H2 -2.9432 -1.1242 0.0160  0.207
H3 -4.5859 -0.4265 0.2296  0.171
H4 -3.2631 -0.3582 2.3590  0.204
H5 -3.7257 1.2748 1.7640  0.211
H6 -0.7207 2.6653 2.4009  0.257
H7 -2.4225 2.4392 2.8511  0.201
H8 -1.6180 -0.6213 3.2018  0.213
H9 -0.4360 0.7080 3.4051  0.230
O6 2.8631 7.0740 -1.3127  -0.577
C7 2.4847 5.9435 -1.0857  0.247
S1 2.0315 4.7066 -2.3764  0.320
C8 1.5909 3.4423 -1.2935  -0.428
C9 1.6989 3.6776 0.0677  -0.414
S2 1.3796 2.3910 1.2207  -0.096
S3 2.2793 5.2016 0.5836  0.326
S4 1.0525 1.8729 -1.8847  0.065
O7 4.4141 -5.0713 -2.1068  -0.679
C10 3.1840 -5.2443 -1.5219  0.780
O8 2.9075 -6.3203 -1.0291  -0.584
C11 2.2287 -4.0742 -1.4814  -0.220
C12 2.6454 -2.7466 -1.6544  -0.193
C13 1.7189 -1.7123 -1.6766  -0.166
C14 0.3654 -2.0114 -1.4728  -0.139
S5 -0.8458 -0.7345 -1.5687  -0.043
C15 -0.0681 -3.3397 -1.3060  -0.240
C16 0.8648 -4.3581 -1.2878  -0.145
H10 4.4655 -4.1668 -2.4659  0.483
H11 3.7228 -2.4951 -1.7269  0.197
H12 2.0178 -0.6628 -1.7988  0.230
H13 -1.1269 -3.5408 -1.1492  0.219
H14 0.5584 -5.4017 -1.0776  0.234

Calculated values
multiplicity	4
LUMO energy (alpha / beta)	2.356 / 1.419	eV
total charge	-1
F_max	2.77	eV/Å
HOMO level (alpha / beta)	-0.167 / -0.180	Ha

=====

Entry 6:
Below is a structure of composition C16H15BF4N6OS3Tc at a distorted geometry, with properties calculated with ωB97M-V/def2-TZVPD.

Last column: natural (NBO) charge in e.
Geometry (Å):
Tc1 -0.9896 -0.9479 -0.2837  0.921
N1 -1.4211 -5.3101 -0.1351  -0.772
C1 -1.1278 -4.0000 -0.1557  0.262
S1 -2.3786 -2.8224 -0.0911  -0.014
N2 0.1543 -3.6653 -0.1996  -0.374
N3 0.3375 -2.3512 -0.2871  -0.137
C2 1.7141 -1.9796 -0.0703  -0.191
C3 1.8772 -1.2001 1.2143  -0.160
C4 3.1751 -1.0914 1.7179  -0.168
C5 3.4478 -0.4466 2.9063  -0.250
C6 2.3907 0.0935 3.6341  -0.202
C7 1.1004 -0.0065 3.1615  -0.216
C8 0.8102 -0.6410 1.9441  0.311
O1 -0.4770 -0.6495 1.5713  -0.648
H1 -2.3745 -5.6179 -0.1030  0.407
H2 -0.6754 -5.9812 -0.1884  0.410
H3 2.3095 -2.8919 -0.0116  0.253
H4 3.9863 -1.5242 1.1422  0.215
H5 4.4648 -0.3694 3.2656  0.215
H6 2.5780 0.5955 4.5750  0.212
H7 0.2662 0.4082 3.7126  0.215
C9 3.6956 2.9309 -1.5062  -0.754
S2 3.9666 1.1545 -1.5716  0.347
C10 2.3782 0.5404 -1.2044  -0.036
S3 2.3409 -1.1774 -1.6000  0.282
N4 1.4978 1.3521 -0.7712  -0.370
N5 0.1845 0.9513 -0.5600  -0.238
C11 -0.5493 1.9811 -0.3620  0.158
C12 -1.9798 1.8651 -0.1000  0.174
C13 -2.7774 2.9859 0.0354  -0.196
C14 -4.1374 2.8098 0.2402  -0.135
C15 -4.6455 1.5255 0.3063  -0.232
C16 -3.7754 0.4545 0.1702  0.101
N6 -2.4724 0.6210 -0.0251  -0.426
H8 4.6311 3.3889 -1.8226  0.233
H9 3.4506 3.2424 -0.4945  0.232
H10 2.8946 3.2113 -2.1861  0.238
H11 -0.0955 2.9661 -0.3989  0.211
H12 -2.3396 3.9716 -0.0370  0.231
H13 -4.7908 3.6659 0.3398  0.229
H14 -5.6994 1.3430 0.4572  0.234
H15 -4.1277 -0.5673 0.2149  0.221
F1 -1.4752 -0.8295 -2.3158  -0.513
B1 -1.3548 0.2933 -3.3585  1.369
F2 -2.1184 1.3363 -2.8490  -0.564
F3 -1.8528 -0.2317 -4.5116  -0.534
F4 -0.0165 0.6142 -3.4088  -0.551

Calculated values
multiplicity	2
LUMO energy (alpha / beta)	-1.401 / -1.365	eV
F_max	1.22	eV/Å
HOMO level (alpha / beta)	-0.281 / -0.282	Ha